(1)
A molecular structure, C45H58N7OSi3Ti. Source: the Open Molecules 2025 dataset; level of theory: ωB97M-V with the def2-TZVPD basis set.

## Properties
* electronic energy: -106828.5382 eV
* total charge: +1
* gap between HOMO and LUMO (alpha / beta): 6.04 / 6.04 eV

Geometry as XYZ:
```
115
Properties=species:S:1:pos:R:3:forces:R:3:lowdin_charge:R:1
Ti 11.33574 12.37009 11.99166 2.03 0.62 -2.01 1.140
C 8.12853 10.00699 14.32588 -1.21 -0.37 -0.61 -0.106
N 7.59746 11.08563 13.48034 -1.18 1.36 -0.06 -0.096
C 6.29689 10.86625 12.77075 1.16 0.68 -0.90 -0.143
C 6.04548 9.49684 12.19416 0.03 0.04 -0.18 -0.273
C 4.70238 9.06828 12.34959 0.42 1.34 -0.19 -0.038
C 4.45171 7.73557 12.25577 -1.17 -1.35 0.72 -0.073
C 5.48174 6.88143 11.85943 0.40 -0.30 -0.54 -0.068
C 6.65956 7.45196 11.42218 -0.03 2.20 -0.39 -0.114
N 7.01594 8.78442 11.59340 -1.85 -1.37 1.08 0.132
C 7.54694 12.48881 13.98409 -0.54 -1.14 0.06 -0.132
C 8.80594 13.27306 13.97040 2.53 1.50 0.87 -0.211
C 8.70113 14.62835 14.42176 0.31 -0.09 -0.10 0.013
C 9.83878 15.39463 14.70886 -1.29 -0.50 0.01 -0.010
C 11.08600 14.83938 14.52558 1.42 -0.25 -0.41 -0.021
C 11.17248 13.59815 13.92697 -2.65 0.48 1.53 -0.248
N 10.05601 12.79584 13.69336 -0.01 1.16 0.03 0.050
C 7.26850 9.36994 15.43843 0.37 0.37 -0.19 -0.253
C 6.40056 10.04860 16.27916 -0.05 0.28 0.71 -0.027
C 5.87754 9.39138 17.40324 -0.82 0.24 0.34 -0.064
C 6.21875 8.06244 17.61813 0.02 0.21 0.93 -0.076
C 7.02193 7.46154 16.66440 -0.30 -1.97 -0.05 -0.154
N 7.50245 8.06760 15.59831 0.45 0.14 -0.28 0.106
H 9.06500 10.36026 14.71825 0.48 0.12 0.41 0.098
H 8.34825 9.16939 13.64862 0.14 0.27 0.19 0.106
H 6.28871 11.62611 11.95806 0.06 -0.54 0.31 0.093
H 5.41574 11.11644 13.34755 -0.08 0.03 0.73 0.106
H 3.93190 9.87549 12.47547 0.69 -1.22 0.41 0.135
H 3.47124 7.31561 12.57709 0.75 0.40 -0.61 0.128
H 5.38714 5.79421 11.72481 -0.29 0.65 0.22 0.115
H 7.27979 6.93888 10.72941 0.86 -0.74 0.05 0.092
H 7.10195 12.65250 15.02944 0.50 -0.45 -1.22 0.148
H 6.89253 13.06868 13.30426 0.01 -0.51 0.38 0.106
H 7.69703 15.08227 14.53834 0.72 -0.45 0.10 0.140
H 9.72550 16.38244 15.13120 -0.01 0.08 -0.08 0.124
H 12.04142 15.31008 14.82952 -0.90 -0.03 -0.26 0.146
H 12.15238 13.15239 13.93767 0.37 -0.55 -0.69 0.072
H 6.22274 11.11076 16.14967 -0.16 -0.15 -0.08 0.089
H 5.15360 9.88344 18.10957 1.01 -0.32 -0.85 0.126
H 5.95056 7.52966 18.55710 -0.02 0.40 -1.01 0.119
H 7.20154 6.35095 16.71050 0.04 1.26 0.12 0.125
C 7.27686 14.66468 11.17344 -0.46 0.91 0.05 -0.165
Si 8.47640 13.65270 10.14074 1.55 0.39 0.20 0.476
C 8.80440 14.46143 8.47067 -0.74 0.39 -0.13 -0.156
C 7.72399 11.98501 9.87833 -0.58 -0.42 -0.33 -0.180
N 10.16459 13.57188 10.86933 -0.32 -0.69 0.50 -0.145
C 10.93394 14.75065 10.74814 0.05 0.81 1.18 -0.315
C 10.42449 16.09144 11.01870 -0.23 -1.13 -0.94 -0.034
C 11.28058 17.18328 10.91546 -2.25 1.11 0.74 -0.103
C 12.61750 17.03539 10.61098 0.71 -0.79 -0.44 -0.088
C 13.14082 15.77394 10.47627 -0.83 -0.87 0.05 -0.030
C 12.34756 14.59155 10.67714 0.07 1.92 1.08 -0.331
N 12.92253 13.42881 11.15326 -1.47 -1.89 0.32 -0.117
Si 14.60975 13.01315 10.57981 -0.32 -0.03 0.19 0.497
C 14.27960 13.08677 8.75273 0.21 -0.19 -2.79 -0.184
C 15.99298 14.24083 10.96356 0.15 0.09 1.08 -0.181
C 15.04086 11.37141 11.39487 -0.47 0.24 -0.53 -0.151
H 7.37610 15.75513 10.89034 -0.46 -1.15 0.29 0.052
H 7.40385 14.60275 12.25486 0.41 0.16 -0.19 -0.017
H 6.22972 14.31490 11.05151 0.49 0.39 -0.42 0.050
H 9.78375 14.15678 8.11374 0.26 0.00 0.01 0.028
H 8.77564 15.58015 8.49204 -0.04 -0.95 -0.08 0.052
H 8.08090 14.07177 7.72310 0.22 0.45 0.37 0.045
H 7.81282 11.73668 8.79636 -0.33 -0.05 0.88 0.039
H 6.65209 12.20544 10.04867 0.34 -0.44 -0.12 0.037
H 8.03384 11.12550 10.51250 -0.18 0.55 -0.45 0.043
H 9.32038 16.18967 11.23967 1.60 0.10 -0.23 0.095
H 10.85677 18.21008 11.10753 0.53 -1.22 -0.26 0.124
H 13.28408 17.86929 10.50450 0.01 0.39 -0.05 0.107
H 14.17881 15.62424 10.26603 0.38 0.19 0.06 0.064
H 14.60370 12.11642 8.21444 -0.22 1.53 0.73 0.054
H 14.80013 13.98298 8.23814 -0.47 -1.54 0.84 0.062
H 13.20967 13.22203 8.41990 0.87 -0.27 0.76 0.041
H 15.67090 15.01745 11.66986 0.01 -0.19 0.02 0.032
H 16.37466 14.78508 10.11178 -0.04 0.01 -0.48 0.028
H 16.86535 13.76216 11.44434 -0.42 -0.03 -0.23 0.040
H 14.08816 10.98192 11.73968 0.09 -0.28 0.13 -0.024
H 15.67019 11.51155 12.27144 0.08 0.04 0.01 0.030
H 15.49111 10.62044 10.73929 0.09 0.23 0.00 0.044
C 11.95104 9.12960 15.69154 0.01 -1.43 -2.18 -0.163
Si 12.75159 10.57420 14.80130 0.73 -0.69 1.24 0.369
C 14.57300 10.32710 15.08492 2.02 -0.51 0.86 -0.188
C 12.24864 11.89162 16.01808 0.23 -0.02 1.09 -0.184
N 12.32836 10.75728 13.12643 -0.99 1.63 -1.05 -0.139
C 12.17896 9.55083 12.45161 -0.69 -0.50 0.11 -0.316
C 12.66744 8.30798 12.91012 -0.19 0.51 0.05 -0.047
C 12.09350 7.11459 12.47807 0.78 1.00 0.57 -0.084
C 11.09685 7.10685 11.55964 -0.92 0.47 -0.90 -0.066
C 10.70835 8.33783 10.96951 -0.36 -0.53 0.31 0.008
C 11.26083 9.53479 11.35991 1.60 -2.36 1.16 -0.240
O 11.07128 10.73691 10.69121 0.06 0.92 -0.70 -0.125
C 11.31578 10.58522 9.25354 0.05 -0.85 -0.39 -0.196
C 12.43918 9.88868 8.79346 -0.90 0.02 0.27 -0.001
C 12.42859 9.29748 7.51814 0.23 0.52 1.46 -0.047
C 11.33934 9.43433 6.67896 -0.46 0.53 -0.54 -0.071
C 10.34370 10.33316 7.04776 0.13 0.01 1.57 -0.034
C 10.30379 10.86813 8.37361 -0.56 0.70 -1.41 -0.002
H 11.69236 9.35462 16.69232 0.06 0.22 1.14 0.015
H 12.63799 8.22891 15.61083 -1.15 0.93 0.44 0.059
H 10.98775 8.90958 15.17647 0.55 -0.30 0.27 0.041
H 14.73578 10.04437 16.16999 -0.46 0.44 -0.88 0.056
H 15.22435 11.21205 14.94419 -0.47 -0.15 -0.04 0.030
H 15.14481 9.50851 14.58226 -0.80 0.49 -0.09 0.043
H 12.61149 11.52057 17.04009 -0.48 0.41 -1.47 0.080
H 11.14666 11.88912 16.03106 0.31 0.35 0.23 0.038
H 12.66113 12.89014 15.88883 -0.16 0.10 0.17 0.020
H 13.39621 8.25385 13.72833 -0.32 0.22 -0.60 0.084
H 12.39416 6.23439 12.98566 0.29 -0.87 0.13 0.104
H 10.63944 6.14185 11.32577 -0.14 0.61 -0.24 0.112
H 9.86800 8.37966 10.30794 -0.18 -0.13 -0.69 0.115
H 13.22031 9.70574 9.50840 0.42 -0.24 0.00 0.119
H 13.29169 8.70451 7.30952 0.26 -0.38 -0.51 0.107
H 11.23504 8.90884 5.71954 0.37 0.27 0.51 0.119
H 9.52649 10.54509 6.37719 -0.11 0.07 -0.04 0.106
H 9.49654 11.56365 8.63423 0.71 -0.81 -0.07 0.053
```
Forces are in eV/Å.



(2)
A molecular structure, C45H59F6InN3OP2SSi. Source: the Open Molecules 2025 dataset; level of theory: ωB97M-V with the def2-TZVPD basis set.

## Properties
* energy above the lowest of the compared OMol25 structures with the same formula, charge and spin: 192.53 kcal/mol
* electronic energy: -112903.3207 eV
* total charge: -1
* gap between HOMO and LUMO (alpha / beta): 3.39 / 3.39 eV

Geometry as XYZ:
```
119
Properties=species:S:1:pos:R:3:forces:R:3:lowdin_charge:R:1
In 12.09426 14.75674 14.84141 -0.16 -0.05 -0.15 0.696
C 14.92964 13.22359 13.50959 -0.20 0.64 -0.52 -0.176
Si 13.61244 12.59397 12.39935 -0.04 -0.70 -1.64 0.458
C 14.44670 12.11664 10.75693 -1.08 -0.73 1.94 -0.325
C 15.27843 11.00045 10.64414 0.70 0.44 -0.54 -0.150
C 16.46782 10.99655 9.86422 -0.87 -2.26 0.83 -0.180
C 16.90765 12.13358 9.22397 -1.17 2.41 0.25 -0.162
C 16.03472 13.22026 9.30592 0.72 1.79 -1.26 -0.202
C 14.67402 13.13996 9.77747 -2.89 1.53 -1.66 -0.361
P 13.25666 13.95837 8.78547 3.86 -3.85 1.27 1.050
C 11.56609 13.12181 8.65365 -1.42 -0.02 0.85 -0.424
C 10.67658 13.66269 7.51372 -0.60 1.40 0.97 -0.203
C 9.26552 12.95400 7.38121 0.71 -1.25 0.56 -0.156
C 8.91085 12.07752 8.65807 -0.26 -0.15 -0.83 -0.203
C 10.04778 11.10158 9.00137 1.22 -0.69 -1.59 -0.187
C 11.52210 11.59670 8.61647 0.15 -0.38 1.13 -0.184
C 14.28049 14.50147 7.31037 0.51 1.67 0.16 -0.414
C 14.75158 13.24979 6.49634 0.38 0.13 1.71 -0.195
C 15.90462 13.56768 5.53126 -0.69 1.87 -1.17 -0.162
C 16.03908 15.14553 5.30897 -1.68 -0.75 0.54 -0.173
C 14.58856 15.72574 5.13150 0.63 0.70 -0.39 -0.205
C 13.68846 15.53233 6.35374 -0.94 1.13 0.85 -0.234
C 12.93813 11.11511 13.32042 -1.29 -0.60 0.91 -0.228
C 12.73736 10.00602 12.50872 -0.39 -0.63 -1.36 -0.155
C 12.82120 8.69667 12.96656 0.75 1.34 2.49 -0.082
C 13.31766 8.53409 14.28148 0.94 -0.23 -0.97 -0.080
C 13.36151 9.63551 15.17658 -0.94 -1.79 0.34 -0.111
C 12.86034 10.85525 14.76338 0.73 0.34 -1.51 -0.351
P 11.98229 12.12723 15.71837 -1.67 -1.66 0.94 0.998
C 12.41028 11.78407 17.47595 1.61 -1.68 -0.72 -0.487
C 11.68845 12.44630 18.60861 0.99 1.91 0.99 -0.216
C 12.23409 11.94955 19.96605 0.30 -0.87 0.03 -0.200
C 13.76323 12.10086 20.11725 0.36 0.82 -0.80 -0.202
C 14.48172 11.36046 18.93990 -1.68 -0.04 0.54 -0.188
C 13.96908 11.91122 17.58741 -0.84 1.12 1.46 -0.197
C 10.07577 11.58295 15.78398 1.46 -0.02 0.39 -0.380
C 9.38588 11.63061 14.42809 -1.28 -1.13 -0.15 -0.197
C 9.52202 10.38882 13.49771 0.33 -1.32 0.47 -0.155
C 9.48698 8.99240 14.29372 1.53 1.24 -0.69 -0.155
C 10.08841 9.00377 15.74509 -1.16 -0.98 -0.23 -0.188
C 9.72324 10.27377 16.51066 0.73 -0.07 0.41 -0.217
H 15.33304 14.05625 12.95224 0.82 0.10 -0.40 0.010
H 15.62553 12.38067 13.56457 0.14 0.34 0.22 0.059
H 14.65367 13.69383 14.43284 -0.13 -0.34 0.90 -0.034
H 15.04353 10.09221 11.17848 0.15 -0.08 0.52 0.074
H 17.12448 10.13773 9.97685 -0.15 -0.09 -0.28 0.064
H 17.89204 12.21495 8.76143 -0.17 0.10 0.28 0.090
H 16.25095 14.26002 8.96438 0.86 -1.09 0.06 0.077
H 11.01677 13.35933 9.62338 0.88 0.30 -0.86 0.122
H 11.19581 13.70840 6.56751 0.22 -0.50 -0.40 0.076
H 10.56532 14.74944 7.77989 -0.44 -0.72 -0.36 0.110
H 9.21395 12.26933 6.48599 0.41 0.58 0.83 0.112
H 8.49723 13.68612 7.20173 -0.30 0.40 0.06 0.082
H 8.02199 11.42207 8.42841 0.59 0.94 0.21 0.108
H 8.64862 12.68198 9.54761 0.17 -0.02 -0.59 0.104
H 9.92674 10.16255 8.39992 -0.13 0.65 0.45 0.108
H 9.96439 10.77956 10.03367 0.26 0.18 0.31 0.082
H 11.82688 11.26421 7.62869 -0.23 -0.21 -0.26 0.100
H 12.27391 11.14931 9.31116 -0.53 0.39 -0.39 0.092
H 15.15704 15.08928 7.77004 -1.14 -1.36 -0.41 0.114
H 13.90604 12.93153 5.89809 -0.38 -0.33 0.16 0.101
H 15.03996 12.49026 7.27256 -0.35 0.41 -1.08 0.095
H 15.58580 13.24219 4.51370 0.50 -0.29 0.64 0.105
H 16.83126 13.08583 5.81776 0.18 0.05 0.03 0.094
H 16.53566 15.37152 4.38502 0.72 -0.03 -0.32 0.083
H 16.52594 15.65135 6.14900 0.11 -0.12 -0.21 0.100
H 14.08469 15.24783 4.30118 0.19 -0.62 -0.38 0.093
H 14.60656 16.78345 4.75394 0.20 -0.64 0.79 0.112
H 12.71545 15.16234 6.01794 -0.07 0.20 -0.08 0.081
H 13.48157 16.51655 6.89913 0.34 -1.24 -0.64 0.128
H 12.47920 10.08064 11.41583 0.65 0.49 1.10 0.120
H 12.55675 7.90273 12.33695 0.03 -1.17 -0.73 0.087
H 13.82036 7.57141 14.51130 -0.83 0.59 0.33 0.107
H 13.53352 9.37546 16.24592 -0.08 0.47 -0.80 0.113
H 12.19898 10.71794 17.60040 0.03 -0.32 0.05 0.088
H 10.62276 12.30767 18.57547 -0.51 -0.19 -0.11 0.093
H 11.85982 13.55324 18.61869 -0.18 -0.58 -0.34 0.129
H 12.02887 10.86292 19.98339 -0.07 0.23 0.30 0.112
H 11.69799 12.41045 20.79960 0.00 0.01 -0.10 0.103
H 14.19372 11.82838 21.10601 -0.63 -0.29 -0.55 0.106
H 14.04837 13.18392 20.02323 -0.36 -0.66 -0.03 0.115
H 14.31882 10.25725 19.05815 0.09 0.78 -0.31 0.120
H 15.50883 11.56500 19.06074 1.43 0.00 -0.11 0.081
H 14.51674 11.54292 16.74311 0.06 -0.59 -0.45 0.083
H 14.15867 13.00159 17.56952 0.16 -0.23 0.12 0.116
H 9.64846 12.34450 16.46974 0.36 0.22 -0.73 0.107
H 9.51313 12.51970 13.83694 0.43 0.60 0.02 0.086
H 8.32776 11.63317 14.73180 -0.10 0.16 -0.28 0.114
H 10.42234 10.41779 12.83685 -0.74 0.15 0.78 0.073
H 8.64251 10.29868 12.82606 0.47 0.54 0.24 0.103
H 9.98525 8.25103 13.63909 -0.08 0.24 0.48 0.095
H 8.45471 8.68423 14.32791 -0.47 -0.07 0.36 0.084
H 11.12034 8.63353 15.90090 -0.36 0.85 -0.70 0.089
H 9.51994 8.20691 16.22593 -0.07 -0.21 0.30 0.092
H 10.17964 10.22835 17.52564 -0.11 0.14 -0.61 0.098
H 8.64106 10.29237 16.73198 0.14 -0.03 -0.36 0.119
F 12.39536 13.62785 12.00420 0.29 -0.07 0.13 -0.198
S 15.40260 16.88605 13.98384 1.25 0.04 0.19 0.748
C 14.03769 16.49194 13.35964 -2.16 0.51 -0.30 -0.909
N 12.85297 16.20250 13.21319 1.38 0.98 -4.40 -0.042
N 12.58398 16.44379 10.34917 -0.22 -0.94 -0.27 0.069
C 12.59176 15.46771 9.71118 0.24 1.37 0.13 -0.254
H 12.53409 16.22480 12.07290 0.65 -0.12 2.79 0.115
N 12.86584 16.61279 16.05428 0.77 3.09 -0.56 -0.054
H 12.70449 17.33022 15.27885 -0.76 -0.99 1.33 0.031
H 13.89126 16.72463 15.99744 -0.21 -0.61 0.93 -0.023
H 12.51845 17.06711 16.92045 0.32 -0.37 -0.62 0.066
F 8.11420 18.98888 10.82289 0.05 -0.72 0.66 0.057
C 8.52912 18.18614 11.86224 -1.14 1.47 -1.12 -0.143
C 9.25127 18.79512 12.87074 1.51 -1.78 0.75 -0.153
F 9.75464 20.03164 12.74285 -0.52 -0.06 -0.05 0.101
C 9.80308 17.95100 13.86448 0.74 0.73 -1.01 -0.096
F 10.93377 18.43714 14.49796 -1.29 -0.12 0.07 0.037
C 9.60429 16.55011 13.92410 -0.08 0.64 -0.35 -0.322
O 10.23316 15.83995 14.80259 -1.15 0.08 -0.09 -0.223
C 8.79438 16.04408 12.86692 0.02 -0.18 -0.14 -0.131
F 8.72284 14.70623 12.70728 -0.27 0.07 0.28 0.078
C 8.21233 16.83563 11.87609 0.09 -0.65 -0.22 -0.107
F 7.42708 16.25980 10.88580 1.17 0.90 1.33 0.064
```
Forces are in eV/Å.